{"formula": "C49H104N5O12", "method": "ωB97M-V/def2-TZVPD", "symbols": ["C", "C", "C", "N", "C", "C", "C", "C", "C", "C", "H", "H", "H", "H", "H", "H", "H", "H", "H", "H", "H", "H", "H", "H", "H", "H", "H", "H", "H", "H", "C", "C", "C", "N", "C", "C", "C", "C", "C", "C", "H", "H", "H", "H", "H", "H", "H", "H", "H", "H", "H", "H", "H", "H", "H", "H", "H", "H", "H", "H", "C", "C", "C", "N", "C", "C", "C", "C", "C", "C", "H", "H", "H", "H", "H", "H", "H", "H", "H", "H", "H", "H", "H", "H", "H", "H", "H", "H", "H", "H", "C", "C", "C", "N", "C", "C", "C", "C", "C", "C", "H", "H", "H", "H", "H", "H", "H", "H", "H", "H", "H", "H", "H", "H", "H", "H", "H", "H", "H", "H", "C", "C", "C", "N", "C", "C", "C", "C", "C", "C", "H", "H", "H", "H", "H", "H", "H", "H", "H", "H", "H", "H", "H", "H", "H", "H", "H", "H", "H", "H", "O", "C", "O", "O", "H", "O", "C", "O", "O", "H", "O", "C", "O", "O", "H", "O", "C", "O", "O", "H"], "coordinates": [[-5.001, -3.137, 0.452], [-5.315, -2.932, -1.044], [-4.263, -2.120, -1.742], [-4.559, -1.672, -3.190], [-4.944, -2.858, -4.149], [-4.735, -2.696, -5.654], [-3.365, -2.091, -5.906], [-3.153, -0.728, -5.201], [-3.266, -1.031, -3.723], [-5.709, -0.647, -3.313], [-4.159, -3.807, 0.621], [-5.927, -3.639, 0.732], [-4.953, -2.095, 0.770], [-6.310, -2.498, -1.140], [-5.306, -3.902, -1.541], [-3.259, -2.536, -1.657], [-4.237, -1.165, -1.217], [-4.333, -3.647, -3.710], [-5.992, -3.087, -3.954], [-4.854, -3.678, -6.113], [-5.500, -2.045, -6.078], [-2.595, -2.789, -5.577], [-3.207, -2.051, -6.983], [-2.174, -0.302, -5.422], [-3.881, -0.007, -5.572], [-2.437, -1.689, -3.462], [-3.149, -0.115, -3.144], [-5.758, -0.316, -4.350], [-5.559, 0.283, -2.766], [-6.704, -0.979, -3.018], [1.679, -1.330, 8.171], [0.694, -2.018, 7.181], [1.415, -2.652, 6.025], [0.439, -3.206, 4.994], [-0.420, -2.144, 4.356], [-1.312, -2.622, 3.185], [-0.420, -3.400, 2.133], [0.421, -4.470, 2.727], [1.336, -3.923, 3.905], [-0.511, -4.328, 5.620], [2.335, -0.631, 7.652], [2.262, -2.116, 8.651], [1.120, -0.676, 8.840], [-0.077, -1.309, 6.881], [0.135, -2.794, 7.703], [2.068, -3.472, 6.323], [1.990, -1.886, 5.505], [0.291, -1.417, 3.963], [-1.091, -1.768, 5.128], [-1.815, -1.823, 2.639], [-2.107, -3.334, 3.405], [0.107, -2.684, 1.502], [-1.080, -3.916, 1.436], [0.973, -4.935, 1.911], [-0.240, -5.257, 3.092], [1.937, -3.140, 3.442], [1.836, -4.748, 4.411], [-1.151, -4.020, 6.446], [0.032, -5.230, 5.904], [-1.166, -4.738, 4.851], [0.298, -1.540, -5.431], [1.085, -0.319, -4.888], [0.096, 0.793, -4.431], [0.581, 2.202, -4.033], [1.076, 2.961, -5.267], [1.476, 4.435, -4.903], [0.281, 5.197, -4.193], [-0.198, 4.420, -2.983], [-0.543, 2.925, -3.191], [1.773, 2.020, -3.033], [-0.358, -1.846, -4.616], [0.976, -2.350, -5.699], [-0.116, -1.170, -6.369], [1.522, 0.046, -5.818], [1.855, -0.504, -4.140], [-0.410, 0.414, -3.543], [-0.644, 0.975, -5.210], [0.341, 2.850, -6.063], [1.897, 2.395, -5.707], [1.735, 4.953, -5.826], [2.422, 4.430, -4.361], [-0.517, 5.498, -4.871], [0.601, 6.185, -3.863], [-1.119, 4.847, -2.585], [0.607, 4.518, -2.255], [-1.411, 2.991, -3.847], [-0.923, 2.353, -2.344], [2.657, 1.701, -3.585], [1.516, 1.343, -2.219], [1.946, 3.003, -2.596], [3.511, -1.535, -2.032], [3.996, -0.633, -0.888], [5.441, -0.081, -1.148], [5.835, 1.048, -0.133], [4.844, 2.188, -0.085], [5.238, 3.290, 0.913], [6.664, 3.833, 0.558], [7.716, 2.810, 0.198], [7.148, 1.728, -0.710], [6.173, 0.404, 1.225], [4.165, -2.404, -2.102], [3.592, -1.018, -2.988], [2.490, -1.808, -1.768], [4.028, -1.266, -0.002], [3.211, 0.073, -0.616], [5.544, 0.552, -2.029], [6.254, -0.807, -1.123], [4.790, 2.549, -1.112], [3.868, 1.788, 0.190], [4.395, 3.974, 1.003], [5.281, 2.847, 1.908], [6.730, 4.659, -0.150], [7.119, 4.270, 1.447], [8.556, 3.123, -0.423], [8.111, 2.401, 1.127], [6.966, 2.117, -1.712], [7.813, 0.892, -0.929], [6.941, -0.332, 0.987], [5.308, -0.075, 1.684], [6.590, 1.093, 1.959], [0.984, 3.026, 1.035], [-0.126, 2.973, 2.083], [-1.420, 2.096, 1.697], [-2.589, 2.188, 2.705], [-3.613, 1.038, 2.397], [-4.692, 0.852, 3.539], [-4.022, 0.664, 4.893], [-3.079, 1.804, 5.252], [-2.000, 2.060, 4.134], [-3.371, 3.542, 2.761], [1.501, 2.067, 1.062], [1.558, 3.907, 1.323], [0.614, 3.228, 0.030], [-0.424, 4.003, 2.284], [0.352, 2.527, 2.955], [-1.124, 1.048, 1.655], [-1.753, 2.504, 0.742], [-3.050, 0.114, 2.262], [-4.069, 1.273, 1.435], [-5.290, -0.032, 3.321], [-5.401, 1.679, 3.585], [-3.451, -0.264, 4.863], [-4.801, 0.481, 5.633], [-2.514, 1.549, 6.149], [-3.676, 2.705, 5.389], [-1.439, 1.127, 4.073], [-1.342, 2.905, 4.337], [-2.641, 4.270, 3.115], [-4.210, 3.489, 3.455], [-3.648, 3.890, 1.766], [3.076, 0.310, 2.213], [2.854, 0.980, 3.330], [2.094, 0.489, 4.171], [3.433, 2.066, 3.526], [2.288, -0.237, 2.253], [1.919, -4.362, -3.190], [2.759, -5.211, -2.527], [2.679, -5.204, -1.271], [3.653, -5.847, -3.126], [1.509, -4.095, -2.364], [-3.826, 1.323, -1.310], [-3.965, 2.600, -1.141], [-2.959, 3.311, -1.435], [-4.989, 3.100, -0.680], [-2.869, 1.389, -1.311], [0.414, -0.609, 0.123], [-0.459, -0.817, -0.812], [-0.293, -1.878, -1.455], [-1.345, -0.040, -1.100], [0.866, -1.417, -0.133]], "atomic_forces_ev_per_a": [[-1.206, 0.243, -1.800], [0.549, -1.322, -1.078], [-0.512, 1.854, 0.104], [-0.806, 0.203, -1.884], [-0.032, -0.164, 1.430], [0.379, 0.993, 1.020], [0.605, 0.055, -1.066], [-1.211, -1.482, -0.544], [0.258, 1.075, 0.899], [0.402, 0.602, -0.045], [0.147, 0.506, 0.152], [0.251, 0.156, 1.009], [0.361, -0.381, 1.141], [0.058, 0.093, -0.055], [-0.513, -0.275, 0.067], [-0.055, -0.179, -0.488], [0.393, 0.275, -0.091], [0.013, -0.334, -0.469], [0.090, 0.000, 0.262], [0.085, 0.005, 0.082], [-0.135, -0.008, 0.008], [0.118, -0.065, 0.293], [-0.026, 0.361, -0.101], [-0.097, -0.288, 0.236], [-0.133, 0.091, 0.154], [-0.166, -0.151, 0.264], [0.010, -0.157, 0.252], [0.037, -0.437, -0.070], [0.741, -0.308, 0.434], [0.380, -0.794, 0.012], [-0.585, -0.119, -0.972], [-0.035, 0.198, 1.100], [-0.693, 0.625, -0.523], [-0.563, -2.936, -0.226], [-0.867, -0.177, -0.566], [1.483, -1.722, -1.210], [-1.590, 1.157, -0.229], [0.730, -0.040, 1.375], [-2.438, -0.141, -1.055], [0.472, 0.036, -0.921], [0.184, -0.241, -0.239], [0.029, 0.400, 0.390], [0.057, -0.528, 0.422], [0.301, 0.184, -0.343], [0.102, -0.046, 0.318], [-0.107, -0.007, 0.028], [0.133, -0.016, -0.206], [-0.072, 0.473, 0.367], [0.477, 0.360, 0.071], [0.299, 0.455, 0.394], [-0.046, 0.167, 0.807], [0.392, 0.011, 0.260], [-0.250, 0.198, -0.130], [0.607, 0.023, 0.355], [0.113, -0.117, 0.159], [0.479, -0.097, 0.615], [0.337, 0.464, -0.051], [0.477, 0.591, -0.133], [0.679, 0.497, 0.296], [0.036, 0.658, -0.168], [0.935, 0.850, 0.986], [-0.133, 1.394, -1.140], [-0.198, -0.209, 0.484], [1.222, -1.356, 1.592], [0.047, 0.603, 0.629], [-1.435, -0.243, -0.594], [1.027, -0.378, -0.526], [0.161, -0.732, 0.682], [-0.069, 1.324, -2.491], [-0.785, 0.807, -0.815], [-0.525, -0.373, -0.564], [0.008, 0.018, 0.227], [-0.823, -0.452, 0.246], [0.864, 0.272, 0.231], [-0.248, -0.278, -0.090], [-0.247, 0.108, 0.144], [0.009, 0.003, 0.014], [-0.616, 0.522, 0.399], [0.388, -0.006, 0.547], [-0.156, -0.113, -0.175], [-0.252, 0.022, 0.494], [-0.101, -0.753, -0.402], [0.430, -0.118, 0.228], [0.102, 0.010, 0.283], [-0.215, 0.043, 0.468], [-0.064, -0.482, -0.334], [0.803, -0.102, 0.279], [-0.156, -0.105, 0.034], [-0.286, -0.158, -0.311], [0.132, -0.166, -0.087], [0.666, 0.503, 0.488], [1.065, -0.762, 0.008], [-1.179, 2.339, 1.133], [1.552, 0.066, 0.203], [-0.716, -0.227, 0.618], [1.377, -1.087, -0.610], [0.173, 1.534, 0.761], [-0.544, -1.850, -0.596], [-0.495, -1.479, 0.582], [0.104, 0.083, -0.593], [-0.237, -0.207, -0.008], [-0.373, -0.014, -0.061], [-0.046, -0.240, -0.581], [0.253, -0.036, 0.175], [0.444, 0.574, -0.381], [-0.458, -0.750, -0.689], [-0.314, -0.142, 0.057], [0.014, 0.125, -0.068], [0.148, -0.047, 0.119], [0.420, 0.422, -0.358], [-0.159, -0.121, 0.062], [-0.698, -0.089, -0.330], [-0.527, 0.385, 0.253], [0.075, 0.832, 0.438], [0.216, -0.302, -0.246], [-0.775, 0.233, 0.142], [0.308, -0.045, 0.522], [-0.055, -0.054, 0.099], [-0.150, 0.204, -0.405], [-0.209, 0.215, -0.415], [-0.903, -0.001, -0.083], [-1.341, -0.925, 0.098], [1.127, 1.782, 0.500], [-0.962, 0.489, 1.171], [-0.408, 0.696, 0.944], [1.076, 0.284, -0.679], [0.109, -0.413, -0.290], [0.272, 0.486, -1.145], [-1.310, -1.707, -0.123], [1.497, -0.241, -0.828], [0.485, 0.335, -0.183], [0.665, -0.481, -0.056], [-0.206, -0.131, -0.147], [-0.218, -0.062, 0.241], [-0.159, 0.279, 0.286], [-0.260, 0.047, -0.203], [-0.444, -0.458, -0.137], [0.240, 0.114, 0.202], [0.019, 0.257, -0.006], [0.094, -0.022, -0.285], [0.101, 0.119, -0.216], [0.200, -0.248, -0.055], [0.126, 0.331, 0.246], [-0.103, 0.327, 0.112], [0.203, 0.094, 0.420], [0.536, 0.132, 0.067], [-0.232, -0.159, -0.125], [-0.102, -0.041, 0.220], [0.221, -0.233, -0.333], [-0.342, -0.553, -0.143], [0.038, -1.257, -2.514], [1.157, 4.045, 3.901], [-1.991, -2.146, 0.323], [0.669, -0.175, -1.486], [-0.127, -0.877, -0.589], [1.459, -1.814, 0.525], [-0.598, 1.755, 0.073], [0.763, -0.940, -1.223], [-0.263, -0.179, 0.527], [-1.517, 1.349, 0.134], [0.140, -3.319, -0.124], [-1.260, 5.962, 0.815], [1.663, -0.471, -0.417], [-1.317, -0.989, 0.448], [1.176, -1.601, -0.418], [1.999, 0.996, 2.512], [-2.724, -0.955, -3.680], [1.018, -2.011, -0.507], [-1.567, 2.740, 0.512], [1.473, -0.701, 0.847]], "homo_lumo_gap_ev": [7.3, 3.5], "homo_energy_ev": [-10.764, -10.764], "e_lumo_ev": [-3.48, -7.26], "total_charge": 2, "multiplicity": 2, "e_tot_ev": -84502.8777}